(1)
The molecule C16H20N2O3. Source: OMol25; level of theory: ωB97M-V/def2-TZVPD.

Positions of all 41 atoms, in Å:
C1 -3.90410 -2.97246 -0.22589
C2 -5.01644 -1.92841 -0.13693
O1 -4.65920 -0.65721 -0.62653
C3 -3.72987 0.04253 0.17433
C4 -3.61825 1.46918 -0.35807
C5 -2.71793 2.34319 0.51492
N1 -1.34450 1.91118 0.46962
C6 -0.33323 2.70838 0.09501
O2 -0.45280 3.89613 -0.16649
C7 1.00173 2.03092 0.03051
C8 2.06428 2.83729 -0.24481
N2 3.32584 2.38780 -0.35590
C9 3.61854 1.05369 -0.22030
C10 4.92795 0.58564 -0.35876
C11 5.19599 -0.75628 -0.23067
C12 4.17652 -1.67698 0.03920
C13 4.49978 -3.13337 0.16479
C14 2.88804 -1.20865 0.18287
C15 2.58335 0.15015 0.05858
C16 1.19442 0.60394 0.22300
O3 0.29604 -0.19417 0.50075
H1 -3.08919 -2.73768 0.45424
H2 -3.51327 -3.01018 -1.23957
H3 -4.30312 -3.94868 0.03640
H4 -5.36201 -1.84445 0.90620
H5 -5.86079 -2.23557 -0.76011
H6 -2.74946 -0.45178 0.14589
H7 -4.07893 0.05723 1.22032
H8 -3.22917 1.43632 -1.37615
H9 -4.61806 1.90343 -0.39381
H10 -2.73566 3.37784 0.16247
H11 -3.07483 2.31859 1.55219
H12 -1.12569 0.93043 0.62914
H13 1.89296 3.89624 -0.38236
H14 4.08013 3.03003 -0.55458
H15 5.72265 1.28728 -0.56968
H16 6.21035 -1.11095 -0.34150
H17 5.20239 -3.29695 0.98101
H18 3.60190 -3.71392 0.35641
H19 4.96355 -3.49857 -0.75067
H20 2.07006 -1.88115 0.39494

HOMO-LUMO gap ... 8.82 eV
Strongest force on any atom ... 0.71 eV Å⁻¹
LUMO ... 0.2 eV
SMILES ... CCOCCCNC(=O)c1c[nH]c2ccc(C)cc2c1=O
Energy ... -956.96847 a.u.
Energy above the lowest of the compared OMol25 structures with the same formula, charge and spin ... 106.1 kJ/mol

(2)
A cluster of 3 separate species, C19H33O12P in total. Source: OMol25; level of theory: ωB97M-V/def2-TZVPD.

Positions of all 65 atoms, in Å:
C1 0.37005 -2.63649 0.02045
C2 -0.49021 -3.25374 -0.80279
C3 -1.29035 -2.44163 -1.80584
O1 -0.97045 -2.29357 -2.90522
O2 -2.44996 -1.83067 -1.31456
C4 -2.10265 -0.44122 -1.03902
C5 -2.59238 0.03453 0.33712
C6 -2.63327 1.59102 0.31801
C7 -1.18558 2.15761 0.45159
C8 -0.72019 1.99717 1.93428
C9 0.64392 1.29825 2.06289
O3 1.59898 2.06249 1.27321
P1 2.41841 1.15954 0.24583
O4 3.14178 0.07414 0.88479
O5 1.42528 0.50850 -0.85466
O6 3.51290 2.14743 -0.41943
C10 3.14357 2.69837 -1.71406
C11 1.82762 3.52119 -1.73505
C12 0.77711 3.07012 -2.78345
C13 1.34954 2.72214 -4.19062
H1 0.02963 -1.84181 0.69477
H2 1.43983 -2.86373 0.05332
H3 -0.63484 -4.33898 -0.82557
H4 -1.00864 -0.32917 -1.04539
H5 -2.54370 0.18166 -1.83006
H6 -1.89169 -0.30633 1.11808
H7 -3.56611 -0.39121 0.61738
H8 -3.08847 1.87225 -0.64211
H9 -3.20288 2.00349 1.16012
H10 -1.25510 3.22153 0.17835
H11 -0.50012 1.67128 -0.25076
H12 -1.49563 1.44097 2.47579
H13 -0.65239 3.01156 2.34996
H14 0.95131 1.42270 3.11030
H15 0.61010 0.22966 1.82015
H16 1.84011 0.43448 -1.72823
H17 3.95351 3.38945 -1.97826
H18 3.18243 1.88891 -2.45906
H19 2.08528 4.56706 -1.95876
H20 1.32280 3.55391 -0.75782
H21 0.18614 2.22193 -2.41512
H22 0.05740 3.89176 -2.91175
H23 1.06161 1.68412 -4.41981
H24 0.93112 3.34331 -4.99205
H25 2.44224 2.77882 -4.26884
O7 -3.82679 -8.20041 -1.79445
C14 -3.89624 -7.12982 -2.30031
O8 -4.85935 -6.75530 -3.18599
C15 -4.73997 -5.34621 -3.38690
C16 -3.30097 -5.08340 -3.02451
O9 -3.02160 -6.11153 -2.07384
H26 -4.97046 -5.07956 -4.41611
H27 -5.43958 -4.83393 -2.72290
H28 -2.62806 -5.19834 -3.87710
H29 -3.15313 -4.09876 -2.58808
O10 0.86907 2.21993 5.97747
C17 1.98413 1.80978 6.00325
O11 2.99923 2.38069 6.70195
C18 4.10856 1.48222 6.66541
C19 3.83657 0.67344 5.42174
O12 2.41054 0.70698 5.33358
H30 5.04794 2.02861 6.61535
H31 4.09988 0.87355 7.57225
H32 4.25637 1.12965 4.52300
H33 4.19577 -0.35037 5.49810

HOMO-LUMO gap ... 9.23 eV
Strongest force on any atom ... 5.33 eV Å⁻¹
LUMO ... 0.3 eV
SMILES ... C=CC(=O)OCCCCCCO[P@@](=O)(O)OCCCC.O=C1OCCO1.O=C1OCCO1
Energy ... -1988.01468 a.u.
Energy above the lowest of the compared OMol25 structures with the same formula, charge and spin ... 292.9 kJ/mol